This record from OMol25 describes one molecule with the formula C18H26N2O4S in a non-equilibrium geometry. The level of theory is the ωB97M-V functional and the def2-TZVPD basis.

Geometry as ORCA input:
```
! RIJCOSX wB97M-V def2-TZVPD def2/J DEFGRID3
* xyz 0 1
C -1.1109 -0.0497 2.3860
C -0.3253 0.5984 1.2892
C 1.0541 0.6663 1.3250
C 1.7560 1.2688 0.2961
S 3.5374 1.3157 0.4037
O 4.0478 2.0271 -0.7384
O 3.9229 1.7744 1.7062
N 3.8656 -0.3313 0.3439
C 5.0618 -0.7555 1.0426
C 6.3232 -0.4996 0.2198
C 6.2012 -1.1901 -1.1367
C 4.9523 -0.6832 -1.8541
C 3.7208 -0.9078 -0.9757
C 1.0983 1.8170 -0.7827
C -0.2856 1.7615 -0.8411
C -1.0015 1.1550 0.1856
O -2.3562 1.0450 0.2173
C -3.1132 1.6491 -0.8090
C -4.6095 1.5017 -0.5080
O -5.3504 2.4660 -0.5352
N -5.0488 0.2632 -0.2531
C -4.2883 -0.9705 -0.2305
C -5.3617 -2.0574 -0.2349
C -6.5005 -1.4039 0.5452
C -6.4550 0.0371 0.0507
H -0.4882 -0.2027 3.2623
H -1.4909 -1.0160 2.0548
H -1.9650 0.5702 2.6502
H 1.6079 0.2621 2.1572
H 5.0869 -0.1964 1.9782
H 4.9575 -1.8239 1.2626
H 6.4279 0.5773 0.0735
H 7.1968 -0.8650 0.7621
H 7.0869 -0.9909 -1.7426
H 6.1276 -2.2715 -0.9896
H 5.0492 0.3866 -2.0424
H 4.8188 -1.1980 -2.8072
H 2.8361 -0.4531 -1.4270
H 3.5360 -1.9808 -0.8481
H 1.6733 2.2889 -1.5634
H -0.7930 2.1972 -1.6865
H -2.8989 1.1817 -1.7822
H -2.9035 2.7230 -0.8753
H -3.6203 -1.0374 -1.0920
H -3.6839 -1.0227 0.6807
H -5.0126 -2.9830 0.2176
H -5.6815 -2.2658 -1.2565
H -7.4637 -1.8732 0.3598
H -6.2912 -1.4429 1.6146
H -6.7968 0.7675 0.7863
H -7.0502 0.1714 -0.8592
*
```

highest occupied orbital energy: -8.935 eV
lowest unoccupied orbital energy: 0.51 eV
E: -41093.5441 eV
SMILES string: Cc1cc(S(=O)(=O)N2CCCCC2)ccc1OCC(=O)N1CCCC1
ΔE to the lowest compared entry with this formula, charge and spin: 182.4 kJ/mol